Record 1
Density functional theory data (ωB97M-V/def2-TZVPD) for a 7-piece molecular cluster, ClH12O6 overall.

Output
Relative energy (zero: lowest compared OMol25 entry of this formula, charge and spin), kcal per mole: 5.46
Gap between HOMO and LUMO, Eh: 0.3556

```
! wB97M-V def2-TZVPD RIJCOSX def2/J DEFGRID3
* xyz -1 1
Cl -2.952 -25.795 -4.959
O -1.725 -26.735 -1.917
H -2.372 -26.232 -2.436
H -1.490 -27.450 -2.517
O -2.895 -23.123 -2.649
H -3.193 -23.566 -3.456
H -3.220 -23.696 -1.947
O -0.129 -25.801 -6.580
H 0.287 -25.712 -5.718
H -1.079 -25.782 -6.357
O -4.758 -23.735 -7.357
H -4.128 -24.287 -6.869
H -5.372 -23.434 -6.681
O -5.767 -25.252 -3.112
H -5.259 -25.107 -3.927
H -5.937 -26.198 -3.124
O -4.412 -28.166 -6.812
H -5.267 -27.735 -6.730
H -3.847 -27.660 -6.200
*
```

Here are the natural (NBO) charges for atoms 1 to 2, given in e:
1 Cl -0.9524
2 O -0.9651

***

Record 2
Density functional theory data (ωB97M-V/def2-TZVPD) for ClH14O7Zr as an isolated structure at a distorted geometry.

Output
⟨S²⟩: 0.75
Gap between HOMO and LUMO (alpha / beta), Eh: 0.2273 / 0.3143

```
! wB97M-V def2-TZVPD RIJCOSX def2/J DEFGRID3
* xyz 2 2
Zr 0.321 0.075 0.180
Cl 2.879 0.159 0.820
O 0.346 -1.371 1.857
H 0.916 -2.128 1.993
H -0.286 -1.415 2.574
O 1.395 0.668 -1.770
H 1.404 1.515 -2.215
H 1.935 0.102 -2.322
O -0.825 1.851 -0.725
H -1.698 2.122 -0.441
H -0.572 2.502 -1.379
O -0.916 -0.572 -1.664
H -0.670 -1.183 -2.358
H -1.760 -0.218 -1.944
O -1.786 -0.115 0.832
H -2.545 -0.136 0.248
H -2.130 0.217 1.661
O 0.077 1.215 1.934
H 0.570 1.073 2.742
H -0.435 2.006 2.102
O 1.080 -1.786 -0.621
H 0.852 -2.669 -0.328
H 1.850 -1.909 -1.175
*
```

Here are the natural (NBO) charges for atoms 1 to 2, given in e:
1 Zr 1.7202
2 Cl -0.5859

***

Record 3
Density functional theory data (ωB97M-V/def2-TZVPD) for ClH16O8 as an isolated structure at a distorted geometry.

Output
Relative energy (zero: lowest compared OMol25 entry of this formula, charge and spin), kcal per mole: 133.91
Gap between HOMO and LUMO, Eh: 0.3617

```
! wB97M-V def2-TZVPD RIJCOSX def2/J DEFGRID3
* xyz -1 1
Cl -0.051 -0.308 -0.302
O -1.099 2.142 1.122
H -0.969 1.257 0.781
H -0.652 2.142 1.967
O 1.082 1.825 -0.976
H 1.548 2.109 -0.190
H 0.611 1.037 -0.705
O 1.555 0.888 1.596
H 0.742 0.826 1.094
H 1.981 0.040 1.469
O 1.479 -0.727 -2.476
H 1.500 0.216 -2.315
H 0.769 -1.049 -1.921
O -0.914 -2.360 1.477
H -0.186 -2.977 1.405
H -0.647 -1.611 0.945
O -2.575 -0.718 0.044
H -1.656 -0.916 -0.137
H -2.679 -0.895 0.979
O -1.077 1.589 -2.157
H -0.558 1.163 -1.475
H -1.780 2.033 -1.683
O 1.181 -2.289 0.437
H 0.646 -1.628 0.000
H 1.750 -1.789 1.022
*
```

Here are the natural (NBO) charges for atoms 1 to 2, given in e:
1 Cl -0.4899
2 O -0.9466

***

Record 4
Density functional theory data (ωB97M-V/def2-TZVPD) for a 9-piece molecular cluster, ClH16O8 overall.

Output
⟨S²⟩: 0.75
Relative energy (zero: lowest compared OMol25 entry of this formula, charge and spin), kcal per mole: 2.72
Gap between HOMO and LUMO (alpha / beta), Eh: 0.4203 / 0.1822

```
! wB97M-V def2-TZVPD RIJCOSX def2/J DEFGRID3
* xyz 0 2
Cl 0.265 -0.245 0.001
O -2.948 -0.978 0.397
H -3.304 -1.818 0.686
H -2.013 -1.142 0.277
O -0.814 3.177 -0.690
H -1.461 3.016 -1.377
H -0.353 2.343 -0.593
O -0.439 -2.557 -2.378
H -0.323 -1.800 -1.804
H 0.272 -3.152 -2.138
O 3.580 -1.376 0.325
H 2.789 -0.908 0.592
H 3.326 -1.843 -0.470
O 1.122 -2.052 2.414
H 0.534 -1.786 1.707
H 0.594 -1.970 3.208
O -0.662 0.523 -3.069
H -0.533 0.454 -2.123
H -0.751 1.462 -3.231
O -1.709 1.210 2.193
H -1.106 1.138 1.454
H -2.421 0.605 1.982
O 2.347 2.768 0.635
H 1.825 1.990 0.442
H 2.184 2.943 1.562
*
```

Here are the natural (NBO) charges for atoms 1 to 2, given in e:
1 Cl -0.0885
2 O -0.9396

***

Record 5
Density functional theory data (ωB97M-V/def2-TZVPD) for a 3-piece molecular cluster, ClH2N2O overall at a distorted geometry.

Output
Relative energy (zero: lowest compared OMol25 entry of this formula, charge and spin), kcal per mole: 4.25
Gap between HOMO and LUMO, Eh: 0.2899

```
! wB97M-V def2-TZVPD RIJCOSX def2/J DEFGRID3
* xyz -1 1
N 2.484 0.899 0.669
N 2.215 0.451 -0.327
O -0.367 -0.942 -0.276
Cl -3.237 0.572 0.216
H -1.370 -0.713 -0.103
H 0.275 -0.267 -0.179
*
```

Here are the natural (NBO) charges for atoms 1 to 2, given in e:
1 N 0.0048
2 N -0.0030

***

Record 6
Density functional theory data (ωB97M-V/def2-TZVPD) for the molecule ClH2NO at a distorted geometry.

Output
Relative energy (zero: lowest compared OMol25 entry of this formula, charge and spin), kcal per mole: 17.32
Gap between HOMO and LUMO, Eh: 0.3614

```
! wB97M-V def2-TZVPD RIJCOSX def2/J DEFGRID3
* xyz 0 1
N -0.260 0.612 0.356
O -0.349 -0.028 -0.877
Cl 0.365 -1.604 -1.139
H 0.589 1.146 0.617
H -0.345 -0.127 1.043
*
```

Here are the natural (NBO) charges for atoms 1 to 2, given in e:
1 N -0.4570
2 O -0.3625

***

Record 7
Density functional theory data (ωB97M-V/def2-TZVPD) for the molecule ClH2NOS2 at a distorted geometry.

Output
Relative energy (zero: lowest compared OMol25 entry of this formula, charge and spin), kcal per mole: 49.83
Gap between HOMO and LUMO, Eh: 0.3538

```
! wB97M-V def2-TZVPD RIJCOSX def2/J DEFGRID3
* xyz 0 1
O -0.263 1.510 0.179
S -0.586 0.188 -0.336
S -2.346 -0.435 0.074
N 0.657 -0.658 0.384
Cl 2.233 -0.043 -0.006
H -0.384 0.134 -1.719
H 0.688 -0.696 1.423
*
```

Here are the natural (NBO) charges for atoms 1 to 2, given in e:
1 O -0.9386
2 S 1.5139

***

Record 8
Density functional theory data (ωB97M-V/def2-TZVPD) for a 2-piece molecular cluster, ClH2O overall at a distorted geometry.

Output
Relative energy (zero: lowest compared OMol25 entry of this formula, charge and spin), kcal per mole: 5.44
Gap between HOMO and LUMO, Eh: 0.2977

```
! wB97M-V def2-TZVPD RIJCOSX def2/J DEFGRID3
* xyz -1 1
O -0.475 0.295 -1.121
H -1.179 0.771 -0.626
H 0.023 -0.199 -0.431
Cl 1.630 -0.867 2.179
*
```

Here are the natural (NBO) charges for atoms 1 to 2, given in e:
1 O -0.9734
2 H 0.4608

***

no.,energy (hartree)
1,-918.95724
2,-1041.84638
3,-1071.64322
4,-1071.58600
5,-646.25399
6,-591.25558
7,-1387.64050
8,-536.70718